No. 1
Formula: C53H49N2O31
Source: the Open Molecules 2025 dataset
Level of theory: ωB97M-V with the def2-TZVPD basis set

The geometry in XYZ format:
```
135
Properties=species:S:1:pos:R:3:forces:R:3:mulliken_charge:R:1
C 2.4021 -0.9491 2.4590 0.121 -0.260 0.188 -0.677
O 1.8717 -0.0233 3.4030 -0.825 -1.282 -1.733 -0.613
C 0.5631 0.4106 3.0285 -0.416 -0.831 -0.393 1.599
C -0.5634 -0.3401 3.7828 -0.020 0.695 -0.874 -0.851
C -1.9300 -0.0785 3.0681 -0.179 -0.515 0.947 -0.474
C -2.4378 -1.2869 2.2330 0.432 0.704 -0.216 -0.757
C -1.4067 -1.8472 1.2139 -1.030 -0.454 -0.052 0.294
C -1.6957 -1.2683 -0.2006 -0.047 -0.526 0.095 -0.689
N -0.5341 -1.2404 -1.0700 -0.547 0.297 1.097 -0.162
C 0.1775 0.0142 -1.0461 1.002 -0.470 -2.160 2.214
C -0.6227 1.2435 -1.6125 -0.133 0.983 1.744 -1.224
C -0.9813 2.1426 -0.4164 -0.449 -0.492 -0.913 -0.627
N -0.1815 2.9689 0.1211 -0.137 -0.177 -0.326 -0.378
C 1.4015 -0.1223 -2.0222 1.474 -0.492 -1.296 0.279
O 2.2210 0.8357 -2.0715 -1.284 1.027 0.487 -1.103
O 1.5304 -1.1310 -2.7616 -0.952 0.097 0.481 -1.124
H 3.4009 -1.2277 2.8253 -0.222 0.173 -0.250 0.367
H 2.4645 -0.5055 1.4524 0.103 -0.118 0.276 0.186
H 1.8101 -1.8807 2.3980 0.034 0.305 0.033 0.229
H 0.4737 1.5021 3.1421 0.105 -0.334 0.174 0.277
H 0.4256 0.1781 1.9605 0.062 0.354 0.214 -1.377
H -0.4134 -1.4311 3.7424 0.337 0.369 0.319 0.233
H -0.5596 0.0322 4.8166 -0.162 -0.386 -0.144 0.410
H -1.9143 0.8495 2.4759 0.136 -0.239 0.122 0.192
H -2.6647 0.0587 3.8817 0.055 0.237 -0.457 0.440
H -2.8419 -2.0643 2.8949 0.381 0.197 -0.066 0.327
H -3.3032 -0.9346 1.6464 0.152 -0.201 0.284 0.308
H -1.5800 -2.9358 1.1446 0.307 0.291 0.031 0.365
H -0.3623 -1.7239 1.5199 -0.252 0.176 -0.164 -0.260
H -2.4493 -1.9271 -0.6708 0.140 0.285 0.215 0.383
H -2.2010 -0.2902 -0.0594 0.295 -0.076 -0.241 -0.019
H -0.7272 -1.5619 -2.0080 0.296 0.243 -0.041 0.429
H 0.6043 0.2456 -0.0608 -0.331 -0.138 -0.182 -1.066
H 0.0323 1.8519 -2.2500 -0.160 -0.375 -0.004 0.637
H -1.5234 0.9395 -2.1549 0.292 -0.063 0.160 0.305
H -2.0062 2.0069 -0.0254 0.390 0.329 0.154 0.342
H 0.6977 2.8937 -0.4089 0.059 0.255 0.241 0.205
C 0.7719 5.8974 4.4180 -0.043 -0.116 -0.124 -1.167
C 1.2126 7.1566 4.4973 0.029 -0.309 0.499 0.403
C 1.2343 8.0603 3.3029 -0.096 0.077 -0.687 1.012
O 1.6305 9.2065 3.4452 0.068 -0.041 0.374 -0.653
C 0.7860 7.5267 2.0299 0.112 0.173 0.302 -0.898
C 0.3440 6.2601 1.9355 -0.071 0.246 -0.704 0.523
C 0.2961 5.3595 3.1445 0.096 -0.077 0.428 0.921
O -0.1276 4.2296 3.0304 -0.103 0.088 -0.135 -0.511
O -0.0665 5.7555 0.7782 -0.055 -0.119 0.923 -0.539
O 1.6569 7.6843 5.6430 -0.040 0.257 -0.369 -0.582
H 0.7498 5.2389 5.2755 0.003 0.010 0.002 0.494
H 0.8247 8.1863 1.1746 -0.017 -0.037 -0.024 0.423
H -0.3385 4.8180 0.9376 0.172 -0.383 -0.411 0.320
H 1.9121 8.6010 5.4262 0.014 0.004 0.012 0.349
C 6.3040 -0.8100 -0.4105 -0.117 0.022 0.007 -1.235
C 7.5784 -0.4781 -0.6302 -0.129 -0.358 0.345 0.413
C 7.9605 0.5785 -1.6242 -0.343 0.541 -0.582 1.132
O 9.1481 0.8462 -1.7617 0.188 -0.307 0.296 -0.683
C 6.9070 1.2278 -2.3771 0.506 -0.190 0.253 -0.874
C 5.6155 0.8984 -2.1667 -0.278 0.830 -0.941 0.402
C 5.2345 -0.1379 -1.1532 0.240 -0.240 0.217 0.639
O 4.0606 -0.3627 -1.0100 0.360 -0.689 0.689 -0.290
O 4.6218 1.4610 -2.8316 0.653 -0.701 0.754 -0.587
O 8.5946 -1.0656 0.0229 0.091 0.285 -0.267 -0.608
H 6.0168 -1.5684 0.3049 0.017 0.000 0.001 0.447
H 7.2005 1.9740 -3.1018 -0.040 0.009 0.001 0.441
H 3.7546 1.0494 -2.4983 -0.739 0.147 -0.235 0.537
H 9.4020 -0.6405 -0.3225 -0.008 0.040 -0.026 0.342
C -6.6384 -5.6507 0.1347 -0.168 0.002 -0.143 -0.884
C -5.7375 -5.0635 0.9311 -0.088 -0.578 0.017 0.146
C -5.4427 -3.5963 0.8387 -0.061 0.504 -0.265 0.949
O -4.6280 -3.1138 1.6007 -0.138 -0.481 0.070 -0.465
C -6.1486 -2.8162 -0.1703 0.119 -0.014 0.161 -0.947
C -7.0470 -3.4039 -0.9691 0.121 0.559 -0.061 0.389
C -7.3612 -4.8656 -0.8580 0.099 -0.484 0.227 0.927
O -8.2010 -5.3432 -1.5985 -0.039 0.293 -0.134 -0.627
O -7.7134 -2.7264 -1.9070 -0.079 -0.484 0.092 -0.578
O -5.0523 -5.7463 1.8513 0.045 0.524 -0.045 -0.559
H -6.8608 -6.7073 0.1938 0.015 0.004 0.017 0.475
H -5.9149 -1.7629 -0.2395 -0.005 -0.006 -0.015 0.493
H -8.2963 -3.3786 -2.3395 -0.018 0.041 -0.037 0.348
H -4.4734 -5.0905 2.2882 0.033 -0.045 0.047 0.317
C 0.2714 0.0880 -7.6146 -0.262 0.215 -0.245 -0.564
C 0.2842 -0.2087 -6.2999 0.892 -0.462 -0.212 0.354
C -0.7695 0.3190 -5.3728 -0.196 0.244 -0.137 0.808
O -0.7046 -0.0096 -4.2134 -0.329 -0.131 0.163 -0.359
C -1.8008 1.1941 -5.9210 0.040 -0.067 0.140 -1.135
C -1.8042 1.4866 -7.2248 -0.410 0.246 0.214 0.393
C -0.7689 0.9372 -8.1633 0.587 -0.734 0.154 0.577
O -0.8281 1.2230 -9.3524 -0.445 0.367 0.075 -0.679
O -2.7298 2.2847 -7.7726 0.316 -0.193 -0.273 -0.598
O 1.2191 -0.9730 -5.7582 -0.925 0.408 0.188 -0.590
H 1.0210 -0.2852 -8.2965 -0.007 -0.034 0.029 0.614
H -2.5437 1.5822 -5.2380 -0.007 0.020 -0.027 0.490
H -2.5059 2.3307 -8.7213 -0.008 0.018 -0.007 0.340
H 1.0270 -1.0387 -4.7851 0.524 -0.031 0.280 0.328
C 2.9592 4.3783 -10.0833 0.197 0.074 -0.174 -0.859
C 2.3986 3.2183 -9.7102 -0.298 0.565 0.286 0.444
C 2.9307 1.9000 -10.1980 0.335 -0.228 -0.283 0.931
O 2.4051 0.8740 -9.8199 -0.137 0.152 0.129 -0.477
C 4.0645 1.9157 -11.1169 -0.142 -0.074 0.088 -1.060
C 4.6161 3.0755 -11.4876 0.218 -0.493 -0.208 0.261
C 4.1032 4.3883 -10.9803 -0.414 0.327 0.351 1.017
O 4.6594 5.4116 -11.3403 0.221 -0.184 -0.224 -0.632
O 5.6537 3.1330 -12.3285 -0.183 0.389 0.168 -0.575
O 1.3483 3.1823 -8.8918 0.463 -0.504 -0.259 -0.545
H 2.5890 5.3335 -9.7389 -0.010 -0.023 0.032 0.436
H 4.4281 0.9628 -11.4749 0.014 0.009 0.009 0.443
H 5.8577 4.0823 -12.4277 0.033 -0.004 -0.002 0.351
H 1.1313 2.2356 -8.7720 -0.080 0.113 -0.059 0.228
C -6.1576 -9.0792 6.8849 -0.094 -0.160 -0.131 -1.008
C -5.7852 -7.7958 6.9639 0.069 -0.331 0.483 0.412
C -5.9032 -6.8694 5.7901 -0.132 0.067 -0.549 1.008
O -5.5672 -5.7079 5.9243 0.093 -0.068 0.316 -0.622
C -6.4131 -7.4104 4.5379 0.018 0.194 0.093 -0.881
C -6.7821 -8.6938 4.4575 -0.026 0.324 -0.444 0.369
C -6.6899 -9.6133 5.6378 0.157 -0.094 0.529 0.904
O -7.0570 -10.7672 5.5128 -0.071 0.061 -0.313 -0.625
O -7.2522 -9.2275 3.3273 0.035 -0.250 0.423 -0.549
O -5.2914 -7.2682 8.0850 -0.076 0.260 -0.423 -0.565
H -6.0796 -9.7560 7.7240 0.003 0.022 0.008 0.413
H -6.4765 -6.7373 3.6945 0.026 -0.035 -0.020 0.424
H -7.4448 -10.1611 3.5366 -0.020 -0.008 -0.054 0.352
H -5.1046 -6.3325 7.8769 0.023 0.011 0.058 0.360
C 3.5849 1.4017 8.5749 -0.074 -0.171 -0.088 -1.026
C 3.9337 2.6897 8.6585 0.050 -0.323 0.461 0.349
C 3.8263 3.6150 7.4831 -0.150 0.111 -0.702 0.933
O 4.1435 4.7838 7.6324 0.111 -0.071 0.399 -0.650
C 3.3535 3.0709 6.2240 0.097 0.181 0.282 -0.777
C 3.0039 1.7755 6.1301 -0.140 0.330 -0.697 -0.111
C 3.0868 0.8561 7.3161 0.134 -0.072 0.484 1.054
O 2.7431 -0.3034 7.1911 -0.045 0.064 -0.244 -0.620
O 2.5694 1.2432 4.9926 0.869 1.234 2.486 -0.043
O 4.3964 3.2295 9.7907 -0.047 0.249 -0.359 -0.585
H 3.6569 0.7278 9.4172 0.001 0.021 0.006 0.415
H 3.2974 3.7446 5.3802 -0.020 -0.038 -0.027 0.571
H 2.3806 0.3049 5.1741 -0.110 -0.097 -0.458 0.418
H 4.5698 4.1671 9.5794 -0.006 0.014 0.002 0.355
```
Forces are in eV/Å.

The total charge is -1. The value obtained for the HOMO energy is -5.9 eV. The value obtained for the HOMO-LUMO gap is 0.1931 Eh.

No. 2
Formula: C53H51As2IrN3O5S2Si
Source: the Open Molecules 2025 dataset
Level of theory: ωB97M-V with the def2-TZVPD basis set

The geometry in XYZ format:
```
118
Properties=species:S:1:pos:R:3:forces:R:3:mulliken_spin:R:1
Ir -0.5181 0.0025 0.1558 -2.174 -0.351 2.757 0.027
S 4.8865 -2.3822 1.0370 -0.036 -0.043 -0.082 -0.007
C 6.3679 -2.8785 1.6961 0.041 -0.036 0.008 0.123
C 6.7262 -2.1370 2.7910 -0.027 0.037 0.021 -0.029
C 5.7708 -1.1561 3.1022 0.053 -0.014 0.053 0.105
C 4.6885 -1.1546 2.2375 -0.100 0.061 0.019 0.011
C 3.5324 -0.3052 2.2826 -0.058 -0.185 0.165 0.125
C 2.5423 -0.4370 1.1494 -0.015 0.097 -0.131 -0.013
N 1.2688 0.2712 1.3105 0.567 -0.373 -1.225 0.215
C 1.1612 1.1421 2.2975 0.176 0.074 0.102 0.117
C 2.1442 1.3662 3.3112 -0.202 0.046 -0.061 0.142
C 1.8568 2.3135 4.3450 0.071 -0.070 -0.115 -0.088
C 0.6891 2.9944 4.3844 -0.132 0.003 -0.037 0.166
C -0.3134 2.7935 3.3649 0.061 0.175 0.182 -0.022
C -1.5383 3.4628 3.3268 0.003 0.079 0.096 0.026
C -2.4068 3.2576 2.2690 -0.085 0.033 -0.155 0.003
C -2.0116 2.3521 1.2638 0.250 0.196 -0.067 -0.020
N -0.8904 1.6524 1.3306 -0.391 0.144 0.183 0.015
C -0.0485 1.8805 2.3533 0.154 0.004 0.020 0.038
C -3.7114 3.9080 2.1548 0.145 -0.123 -0.003 0.006
C -4.6887 3.6630 1.2237 -0.095 0.035 -0.083 0.001
C -5.8528 4.4426 1.4322 0.075 -0.054 -0.023 0.001
C -5.7363 5.2607 2.5157 -0.039 0.023 0.006 0.002
S -4.2269 5.0954 3.2834 -0.004 0.092 0.100 0.001
C 3.3118 0.5994 3.2821 0.203 0.029 0.086 -0.027
H 6.9143 -3.6909 1.2416 -0.008 0.028 0.016 0.004
H 7.6403 -2.2936 3.3441 -0.023 0.001 -0.009 0.001
H 5.8725 -0.4727 3.9334 0.014 -0.014 -0.034 0.002
H 2.3179 -1.4919 0.9722 -0.082 -0.001 -0.069 -0.001
H 2.6078 2.4768 5.1076 -0.003 -0.019 -0.012 0.003
H 0.4909 3.7070 5.1744 -0.007 -0.011 -0.007 -0.001
H -1.7937 4.1470 4.1281 0.009 0.005 -0.026 0.000
H -2.6153 2.2168 0.3861 -0.061 0.000 -0.017 -0.006
H -4.5921 2.9558 0.4094 -0.025 -0.005 0.026 0.000
H -6.7342 4.3966 0.8100 0.023 0.008 0.003 0.000
H -6.4620 5.9588 2.9030 0.017 -0.013 -0.014 0.000
H 4.0348 0.7240 4.0784 -0.016 -0.013 -0.017 0.002
C -0.9553 3.9709 -2.5298 -0.057 0.147 -0.056 0.001
Si -0.0187 2.4153 -2.0976 -0.270 -0.285 0.171 -0.003
C 1.2547 2.8869 -0.8186 0.054 -0.012 0.151 0.003
C 0.8527 1.7046 -3.5787 0.078 0.023 -0.185 0.000
N -1.1191 1.2076 -1.3986 -0.012 0.504 -0.514 0.002
C -2.4609 1.1407 -1.8073 0.609 -0.045 -0.257 -0.005
C -2.8897 1.6515 -3.0427 -0.089 -0.050 -0.122 0.001
C -4.2287 1.7042 -3.3938 0.062 0.032 0.003 0.000
C -5.2048 1.2386 -2.5257 0.025 -0.016 0.036 0.000
C -4.8157 0.6609 -1.3257 -0.043 -0.033 -0.044 0.000
C -3.4698 0.5816 -1.0174 0.092 -0.082 0.273 0.004
O -2.9865 -0.0009 0.1757 0.012 -0.324 -0.345 0.003
C -3.8914 -0.6530 1.0212 0.047 0.094 0.041 -0.001
C -4.6280 -1.7387 0.5779 -0.036 0.004 0.011 0.001
C -5.5064 -2.3622 1.4520 0.034 -0.015 0.034 0.000
C -5.6427 -1.9028 2.7568 0.012 -0.007 -0.009 0.000
C -4.8970 -0.8145 3.1851 0.029 0.018 0.003 0.000
C -4.0158 -0.1813 2.3153 -0.053 0.024 0.022 -0.004
H -0.3315 4.8394 -2.3022 -0.010 -0.022 -0.007 0.000
H -1.8787 4.0610 -1.9516 0.029 0.034 0.001 0.000
H -1.2230 4.0316 -3.5854 -0.002 0.038 0.025 0.000
H 2.0426 3.4802 -1.2922 -0.061 0.007 -0.008 0.001
H 1.7313 2.0270 -0.3496 0.065 0.034 -0.037 -0.007
H 0.8067 3.5018 -0.0316 0.040 0.001 -0.023 -0.002
H 1.3799 2.4828 -4.1390 -0.014 -0.025 0.030 0.000
H 0.1483 1.2229 -4.2624 0.044 0.019 -0.013 0.000
H 1.5954 0.9642 -3.2736 -0.029 0.000 -0.048 0.000
H -2.1461 2.0096 -3.7402 -0.032 0.004 -0.021 0.000
H -4.5087 2.1147 -4.3552 0.013 0.006 0.015 0.000
H -6.2537 1.3014 -2.7793 0.015 -0.014 -0.007 0.000
H -5.5588 0.2713 -0.6435 0.016 0.013 -0.018 0.000
H -4.5366 -2.0683 -0.4462 -0.051 -0.003 -0.004 0.000
H -6.0883 -3.2088 1.1113 -0.007 0.027 -0.005 0.000
H -6.3372 -2.3846 3.4319 0.016 -0.003 -0.009 0.000
H -5.0053 -0.4460 4.1968 -0.007 0.002 -0.010 0.000
H -3.4420 0.6777 2.6380 -0.006 0.003 -0.007 0.000
C -1.9760 -2.9105 2.3395 -0.186 0.134 0.095 0.004
As -0.4487 -1.8800 1.7795 0.387 -0.075 -0.270 0.013
C 0.5134 -1.7221 3.4485 -0.151 0.145 0.152 0.010
C 0.5317 -3.2475 0.8204 0.088 -0.063 0.151 0.003
C 1.3335 -4.1779 1.4748 -0.022 -0.031 -0.025 0.005
C 1.9575 -5.1824 0.7477 -0.018 0.014 -0.026 -0.004
C 1.7737 -5.2604 -0.6267 0.007 0.038 0.020 0.001
C 0.9744 -4.3298 -1.2786 0.017 -0.036 0.062 -0.001
C 0.3611 -3.3146 -0.5566 -0.073 -0.166 -0.101 0.000
As -0.8111 -1.9963 -1.3566 1.338 0.028 -0.174 0.000
C -2.3653 -3.1194 -1.5924 -0.269 0.247 0.001 0.000
C -0.2383 -1.7773 -3.1767 -0.243 0.105 -0.209 -0.001
H -1.5727 -3.7868 2.8448 -0.016 -0.032 -0.020 0.000
H -2.5705 -3.2121 1.4840 -0.002 -0.045 0.005 0.000
H -2.6014 -2.3346 3.0179 -0.011 -0.035 0.015 0.000
H 0.2372 -2.5575 4.0887 0.020 -0.021 0.005 -0.001
H 0.2279 -0.7934 3.9419 -0.016 -0.027 0.051 0.006
H 1.5884 -1.7195 3.2900 0.016 -0.032 -0.005 -0.004
H 1.4764 -4.1310 2.5481 -0.005 -0.011 0.004 0.002
H 2.5790 -5.9078 1.2557 0.009 0.002 -0.007 0.000
H 2.2533 -6.0473 -1.1940 0.002 0.005 0.009 0.000
H 0.8441 -4.4057 -2.3509 -0.008 0.000 -0.003 0.000
H -2.0244 -3.9575 -2.1981 -0.019 -0.023 -0.012 0.000
H -3.1512 -2.5813 -2.1202 0.004 -0.006 -0.020 0.000
H -2.7386 -3.4866 -0.6415 0.013 -0.038 -0.006 0.000
H 0.1780 -2.7083 -3.5552 -0.013 -0.018 -0.015 0.000
H 0.4928 -0.9808 -3.2310 0.021 -0.036 0.028 0.000
H -1.1142 -1.5101 -3.7682 0.004 -0.014 -0.029 0.000
O 3.2993 0.0358 0.0285 0.003 0.394 0.088 0.008
C 2.8761 -0.4184 -1.1732 0.106 0.141 0.017 0.027
O 1.8164 -0.9907 -1.2387 0.257 -0.522 -0.551 0.009
C 3.7983 -0.1524 -2.2792 0.028 -0.044 0.082 0.006
C 4.7498 0.8559 -2.1922 0.064 0.040 -0.029 -0.002
C 5.5975 1.1370 -3.2660 -0.034 0.016 0.095 0.000
C 5.4500 0.3582 -4.3874 0.078 0.076 -0.058 -0.001
O 6.1472 0.4310 -5.5395 -0.026 -0.064 -0.038 0.000
C 5.6185 -0.5819 -6.4099 -0.030 0.012 0.092 0.000
O 4.5952 -1.2733 -5.6794 0.086 0.028 -0.026 0.000
C 4.5120 -0.6663 -4.4667 -0.087 -0.052 -0.090 0.001
C 3.6665 -0.9480 -3.4355 -0.046 -0.019 0.038 0.000
H 4.8252 1.4414 -1.2862 -0.003 -0.006 -0.014 0.000
H 6.3350 1.9258 -3.2223 -0.015 -0.014 0.000 0.000
H 6.4116 -1.2763 -6.6786 0.025 -0.032 0.028 0.000
H 5.1857 -0.1111 -7.2907 -0.039 0.032 -0.005 0.000
H 2.9498 -1.7567 -3.4812 -0.030 0.062 -0.025 0.000
```
Forces are in eV/Å.

The spin multiplicity is 2. The total charge is +2. The value obtained for the HOMO energy (spin up / spin down) is -11.8 / -11.8 eV. The value obtained for the HOMO-LUMO gap (spin up / spin down) is 0.2220 / 0.1628 Eh.

Relative energy (zero: lowest compared OMol25 entry of this formula, charge and spin) list, top to bottom, in eV: 0.000, 2.106